Computed, not measured: a molecular structure, C18H24N8O4RuS, with wB97M-V/def2-TZVPD.

Calculated values
F_max (eV/A): 2.41
ΔE to the lowest compared entry with this formula, charge and spin (kcal per mole): 35.5
⟨S²⟩: 0.763
Kohn-Sham gap (alpha / beta) (eV): 7.069 / 6.670

ORCA input file:
```
! RIJCOSX wB97M-V def2-TZVPD def2/J DEFGRID3
* xyz 1 2
Ru -0.182 -0.570 -0.714
C -2.725 -1.997 4.374
C -2.523 -0.547 3.943
N -2.998 -0.268 2.594
C -2.346 -0.562 1.469
S -0.875 -1.513 1.554
N -2.865 -0.144 0.335
N -2.177 -0.393 -0.763
C -2.701 -0.104 -1.934
C -4.071 0.470 -2.049
C -1.859 -0.374 -3.058
C -2.285 -0.362 -4.393
C -1.372 -0.564 -5.404
C -0.036 -0.808 -5.089
C 0.314 -0.879 -3.756
N -0.562 -0.667 -2.780
H -2.417 -2.116 5.412
H -2.123 -2.667 3.764
H -3.773 -2.283 4.285
H -1.460 -0.301 3.985
H -3.059 0.118 4.618
H -3.864 0.236 2.476
H -4.405 0.813 -1.076
H -4.779 -0.278 -2.417
H -4.066 1.304 -2.751
H -3.332 -0.206 -4.607
H -1.684 -0.528 -6.439
H 0.712 -0.929 -5.857
H 1.331 -1.095 -3.455
C 4.535 -1.472 -0.653
O 3.599 -2.569 -0.628
C 2.333 -2.251 -0.805
O 1.946 -1.107 -1.020
N 1.527 -3.330 -0.765
N 0.144 -3.168 -0.885
H 5.516 -1.924 -0.568
H 4.345 -0.801 0.182
H 4.446 -0.916 -1.584
H 1.923 -4.218 -0.498
H -0.326 -3.380 -0.009
H -0.213 -3.764 -1.622
O -0.456 1.689 -0.949
N 0.305 2.458 -0.278
N 0.951 1.915 0.661
O 0.850 0.642 0.920
C 1.823 2.716 1.461
C 1.793 4.104 1.370
C 2.632 4.842 2.185
C 3.488 4.210 3.077
C 3.531 2.826 3.134
C 2.694 2.072 2.328
H 1.126 4.592 0.675
H 2.621 5.922 2.122
H 4.125 4.801 3.720
H 4.223 2.333 3.802
H 2.702 0.992 2.357
*
```